(1)
68
Properties=species:S:1:pos:R:3 method="wB97M-V/def2-TZVPD" s_squared=6.116 multiplicity=5 homo_lumo_gap_ev="6.076 / 5.214" largest_force_ev_per_a=7.6 lumo_energy_ev="-6.9 / -7.7" homo_energy_ev="-12.990 / -12.930" total_charge=+2
Ru 0.170 0.704 -1.208
C -0.911 -1.857 2.774
C 0.396 -2.166 2.294
C 0.560 -0.481 3.892
C -0.803 -0.838 3.754
C 1.304 -1.325 3.015
C -2.195 -2.455 2.332
H -2.057 -3.061 1.430
H -2.945 -1.669 2.114
H -2.610 -3.101 3.124
C -1.920 -0.289 4.573
H -2.899 -0.424 4.099
H -1.787 0.779 4.782
H -1.939 -0.825 5.533
C 1.136 0.498 4.815
H 1.311 0.014 5.794
H 0.458 1.354 4.975
H 2.098 0.906 4.479
C 2.764 -1.211 2.792
H 3.295 -1.537 3.703
H 3.065 -0.164 2.572
H 3.090 -1.841 1.951
C 0.766 -3.149 1.261
H 1.203 -4.074 1.700
H 1.533 -2.731 0.584
H -0.092 -3.451 0.646
C -1.338 1.882 -2.854
C -2.047 0.523 -2.914
C -1.534 -0.568 -3.847
C -0.040 -0.828 -3.907
C 0.812 -0.418 -2.701
C 1.495 0.944 -2.616
C 1.174 1.982 -3.673
C -0.288 2.168 -3.960
H -1.893 -0.375 -4.884
H 0.394 -0.422 -4.812
H -2.048 -1.517 -3.580
H -0.549 1.592 -4.835
H -2.144 2.689 -2.926
H -3.123 0.638 -3.125
H -0.482 3.191 -4.241
H 1.553 2.902 -3.226
H 2.602 0.835 -2.460
H 1.756 1.830 -4.606
H 0.074 -1.921 -4.011
H 1.587 -1.199 -2.543
P -2.225 0.247 -1.128
C -3.671 0.847 -0.288
C -1.767 -1.416 -0.821
P 2.255 0.755 0.322
C -1.204 2.222 -1.106
C 3.799 0.058 -0.415
C 2.708 2.519 0.411
H -3.379 1.386 0.624
H -4.269 -0.044 -0.039
H -4.266 1.524 -0.932
H -1.652 -1.943 -1.773
H -2.600 -1.836 -0.244
H -0.809 -1.464 -0.278
H 2.674 2.897 -0.604
H 3.700 2.706 0.847
H 1.968 3.024 1.030
H -1.808 2.601 -0.218
H -0.476 3.044 -1.299
H 4.585 -0.126 0.335
H 4.144 0.773 -1.164
H 3.521 -0.894 -0.886
Br -0.176 1.587 1.566


(2)
102
Properties=species:S:1:pos:R:3 method="wB97M-V/def2-TZVPD" multiplicity=1 homo_lumo_gap_ev=6.636 largest_force_ev_per_a=2.7 lumo_energy_ev=-0.5 homo_energy_ev=-7.168 total_charge=0
Y 0.111 -0.371 0.231
C -3.665 -3.514 -0.239
C -3.100 -2.292 -1.020
N -3.944 -1.059 -1.115
C -5.085 -1.251 -2.065
C -6.400 -1.767 -1.470
C -4.372 -0.413 0.159
C -3.265 0.386 0.731
N -2.059 -0.291 1.241
C -2.106 -0.574 2.567
C -0.945 -1.118 3.211
F 0.173 -1.394 2.420
C -0.754 -1.310 4.588
F 0.424 -1.601 5.091
C -1.819 -1.023 5.433
C -3.022 -0.742 4.802
F -4.073 -0.532 5.589
C -3.193 -0.459 3.457
F -4.441 -0.136 3.009
H -2.925 -4.331 -0.149
H -4.560 -3.911 -0.690
H -3.880 -3.208 0.774
H -2.891 -2.532 -2.075
H -2.239 -2.032 -0.440
H -4.720 -1.982 -2.779
H -5.277 -0.311 -2.629
H -6.189 -2.704 -0.961
H -7.108 -1.991 -2.250
H -6.799 -1.128 -0.677
H -4.790 -1.202 0.888
H -5.186 0.266 -0.081
H -3.698 1.047 1.453
H -2.978 1.097 -0.056
H -1.655 -1.061 6.498
C 2.247 -2.415 -6.957
C 1.975 -2.595 -5.504
C 2.290 -3.759 -4.846
C 2.017 -3.875 -3.500
C 1.474 -2.829 -2.800
C 1.084 -1.681 -3.444
C 1.319 -1.571 -4.804
S 1.339 -2.906 -1.027
O 1.843 -4.165 -0.500
O -0.079 -2.581 -0.802
N 1.984 -1.599 -0.461
C 3.091 -0.943 -0.926
C 4.388 -1.402 -0.778
C 5.485 -0.646 -1.269
C 5.267 0.624 -1.822
C 3.962 1.170 -1.928
C 3.689 2.452 -2.457
C 2.411 2.964 -2.394
C 1.382 2.078 -1.935
N 1.564 0.866 -1.493
C 2.883 0.382 -1.499
H 3.336 -2.502 -7.296
H 1.850 -1.448 -7.253
H 1.661 -3.093 -7.564
H 2.685 -4.601 -5.407
H 2.195 -4.785 -2.858
H 0.627 -0.855 -2.863
H 1.108 -0.651 -5.323
H 4.583 -2.286 -0.273
H 6.509 -1.073 -1.297
H 6.132 1.303 -2.140
H 4.503 3.060 -2.814
H 2.218 3.960 -2.715
H 0.396 2.492 -1.915
C 4.090 1.757 1.548
C 3.476 1.236 2.860
C 3.303 -0.271 2.972
C 2.185 1.969 3.230
C 2.143 2.739 4.380
C 1.043 3.510 4.711
C -0.041 3.635 3.868
C -0.054 2.868 2.664
C -1.073 3.053 1.596
C -0.559 4.160 0.607
C -2.413 3.521 2.219
C 1.002 1.961 2.399
O 0.911 1.253 1.279
H 4.895 1.083 1.240
H 4.568 2.715 1.726
H 3.346 1.851 0.773
H 4.180 1.453 3.674
H 2.828 -0.706 2.067
H 2.603 -0.561 3.771
H 4.232 -0.857 3.118
H 3.058 2.673 4.960
H 1.031 4.157 5.551
H -0.836 4.352 4.108
H -1.208 2.132 0.991
H -0.394 5.104 1.151
H -1.262 4.363 -0.196
H 0.480 3.926 0.299
H -2.374 4.618 2.566
H -2.676 2.853 3.072
H -3.177 3.419 1.465
N -1.391 0.455 -1.562
H -1.500 1.461 -1.561
H -2.395 0.116 -1.621
H -1.004 0.360 -2.506


(3)
49
Properties=species:S:1:pos:R:3 method="wB97M-V/def2-TZVPD" multiplicity=1 homo_lumo_gap_ev=7.378 largest_force_ev_per_a=0.6 lumo_energy_ev=-3.9 homo_energy_ev=-11.294 total_charge=+1
Co -0.244 0.714 0.530
N -0.620 -0.057 4.673
C -0.656 0.326 3.394
S 0.574 -0.285 2.323
N -1.613 1.154 3.037
N -1.542 1.448 1.725
C -2.324 2.334 1.223
C -2.206 2.539 -0.217
C -3.015 3.378 -0.962
C -2.835 3.418 -2.337
C -1.871 2.615 -2.924
C -1.093 1.805 -2.113
N -1.248 1.788 -0.795
H 0.125 -0.636 5.015
H -1.285 0.332 5.321
H -3.033 2.866 1.845
H -3.772 3.976 -0.473
H -3.454 4.063 -2.946
H -1.720 2.609 -3.994
H -0.327 1.147 -2.498
C 2.716 1.110 -2.268
C 2.251 1.016 -0.815
O 1.102 0.248 -0.726
C 1.980 2.440 -0.275
F 1.112 2.371 0.812
F 1.354 3.204 -1.170
F 3.056 3.083 0.144
C 3.395 0.370 0.014
F 3.409 -0.958 -0.220
F 4.600 0.842 -0.314
F 3.239 0.537 1.331
H 1.903 1.492 -2.880
H 2.975 0.110 -2.612
H 3.583 1.759 -2.380
C -2.215 -4.063 0.534
N -0.881 -3.602 0.216
C 0.238 -4.534 0.041
C 1.447 -3.598 -0.168
N 0.811 -2.285 -0.230
C -0.483 -2.351 0.019
S -1.544 -0.997 0.025
H -2.168 -4.752 1.377
H -2.659 -4.577 -0.320
H -2.837 -3.214 0.804
H 0.056 -5.187 -0.813
H 0.340 -5.152 0.933
H 1.979 -3.809 -1.093
H 2.154 -3.643 0.660
H 1.248 -1.392 -0.454